Entry 1:
Density functional theory data (ωB97M-V/def2-TZVPD) for a molecular structure, C12H31As3N3OsS.

The energy relative to the best compared isomer or geometry (same formula, charge and spin) is 12.4 kcal/mol. The value obtained for the strongest force on any atom is 2.78 eV/Å. The lowest unoccupied orbital energy (alpha / beta) is -8.8 / -11.5 eV. For the HOMO energy (alpha / beta), the calculation gives -18.080 / -18.030 eV. The value obtained for the HOMO-LUMO gap (alpha / beta) is 9.322 / 6.494 eV.

```
! wB97M-V def2-TZVPD RIJCOSX def2/J DEFGRID3
* xyz 3 5
Os -1.7950 -1.4555 1.0656
C 1.5691 -3.2743 0.0825
As 0.6611 -1.7301 0.8538
C 1.5349 -1.7142 2.6059
C 1.6484 -0.3663 -0.2339
C 1.3947 1.1348 -0.0574
C 1.6852 1.5249 1.3967
C -0.0302 1.5361 -0.4473
As -1.5514 0.9575 0.6981
C -2.9919 1.7438 -0.3424
C -1.5766 2.0560 2.3096
C 2.4301 1.9291 -0.9002
As 2.3189 2.1303 -2.8978
C 1.9054 0.4870 -3.8792
C 0.9243 3.4060 -3.3807
H 2.6467 -3.1168 0.1526
H 1.2933 -3.4317 -0.9588
H 1.3095 -4.1654 0.6476
H 2.5824 -1.4268 2.5049
H 1.4968 -2.7311 3.0000
H 1.0474 -1.0560 3.3244
H 1.4807 -0.6550 -1.2782
H 2.7026 -0.5611 -0.0103
H 1.0679 0.9168 2.0609
H 1.4735 2.5766 1.5839
H 2.7305 1.3412 1.6410
H -0.2738 1.1492 -1.4466
H -0.1079 2.6295 -0.4784
H -2.7545 2.7874 -0.5578
H -3.9231 1.7107 0.2225
H -3.1372 1.2039 -1.2781
H -1.3808 3.0985 2.0468
H -0.8560 1.7225 3.0551
H -2.5789 1.9794 2.7377
H 3.4220 1.5056 -0.7251
H 2.4676 2.9673 -0.5582
H 2.6315 -0.2949 -3.6667
H 1.9561 0.7205 -4.9434
H 0.8941 0.1501 -3.6463
H 0.9577 4.2763 -2.7284
H -0.0542 2.9252 -3.3399
H 1.0997 3.7400 -4.4043
S -6.3345 -0.6244 1.5123
C -4.7948 -0.9048 1.4029
N -3.6222 -1.1377 1.3159
N -1.1670 -4.4481 1.0261
N -2.3170 -3.5968 0.9104
H -1.2431 -5.2727 0.4322
H -1.0503 -4.7660 1.9851
H -3.0462 -3.8371 1.5945
H -2.7455 -3.7398 -0.0095
*
```

Atom charges from the Mulliken analysis, given in e for atoms 1 to 5:
1. Os 0.321
2. C -1.149
3. As 0.976
4. C -1.248
5. C -1.510


Entry 2:
Density functional theory data (ωB97M-V/def2-TZVPD) for a molecular structure, C31H26AsF9O3TeW.

The energy relative to the best compared isomer or geometry (same formula, charge and spin) is 3.8 kcal/mol. The value obtained for the strongest force on any atom is 0.78 eV/Å. The lowest unoccupied orbital energy is 0.0 eV. For the HOMO energy, the calculation gives -6.406 eV. The value obtained for the HOMO-LUMO gap is 6.441 eV.

```
! wB97M-V def2-TZVPD RIJCOSX def2/J DEFGRID3
* xyz 0 1
W 0.4357 1.8176 1.0960
F -0.4485 5.4803 -1.5886
C -1.0575 4.3969 -2.0697
F -1.1786 4.5417 -3.3971
F -2.2779 4.3531 -1.5432
C -0.2566 3.1071 -1.7069
O -0.2213 3.0089 -0.3490
C 1.2050 3.2086 -2.2612
F 1.8367 4.2544 -1.7372
F 1.8958 2.1094 -1.9123
F 1.2564 3.3118 -3.5902
C -0.9643 1.8546 -2.3106
F -2.2587 1.8252 -2.0184
F -0.4114 0.7517 -1.7621
F -0.8341 1.7496 -3.6352
O 0.7002 2.5851 2.5709
C -6.8108 2.0650 -0.1416
C -5.4734 1.5180 0.2802
C -4.9306 0.3923 -0.3214
C -3.6910 -0.1156 0.0517
C -3.1696 -1.3212 -0.6876
C -2.9662 0.5167 1.0717
Te -1.0925 -0.3407 1.6654
C -3.5024 1.6485 1.7011
C -2.8150 2.4133 2.8063
C -4.7415 2.1302 1.2846
H -7.2473 1.4659 -0.9403
H -6.7165 3.0908 -0.5021
H -7.5117 2.0750 0.6950
H -5.4797 -0.1006 -1.1172
H -3.8702 -1.6180 -1.4683
H -3.0189 -2.1709 -0.0179
H -2.2058 -1.1033 -1.1521
H -1.8546 1.9915 3.0825
H -3.4398 2.4384 3.7017
H -2.6502 3.4459 2.4930
H -5.1457 3.0125 1.7724
O 1.9910 0.5194 0.7027
As 2.2331 -1.1407 0.4788
C 1.4598 -1.7131 -1.1619
C 2.0444 -1.2056 -2.3199
C 1.4934 -1.5125 -3.5521
C 0.3716 -2.3292 -3.6241
C -0.2046 -2.8345 -2.4680
C 0.3353 -2.5243 -1.2274
C 1.7369 -2.1223 2.0366
C 1.8891 -1.4355 3.2378
C 1.5297 -2.0567 4.4249
C 1.0387 -3.3535 4.4082
C 0.9149 -4.0420 3.2081
C 1.2636 -3.4298 2.0159
C 4.1303 -1.2711 0.2964
C 4.9072 -0.1245 0.3879
C 6.2867 -0.2292 0.2670
C 6.8750 -1.4676 0.0569
C 6.0912 -2.6115 -0.0346
C 4.7145 -2.5155 0.0849
H 2.9166 -0.5642 -2.2606
H 1.9336 -1.1098 -4.4545
H -0.0616 -2.5639 -4.5876
H -1.0897 -3.4542 -2.5263
H -0.1539 -2.8661 -0.3249
H 2.2461 -0.4121 3.2437
H 1.6229 -1.5208 5.3597
H 0.7509 -3.8319 5.3350
H 0.5378 -5.0561 3.2003
H 1.1702 -3.9753 1.0863
H 4.4314 0.8339 0.5520
H 6.9007 0.6588 0.3376
H 7.9504 -1.5442 -0.0364
H 6.5532 -3.5760 -0.1986
H 4.1021 -3.4080 0.0140
*
```

Atom charges from the Mulliken analysis, given in e for atoms 1 to 5:
1. W 0.902
2. F -0.241
3. C 0.409
4. F -0.252
5. F -0.198


Entry 3:
Density functional theory data (ωB97M-V/def2-TZVPD) for a molecular structure, C31H22N9O4S4Zr.

The energy relative to the best compared isomer or geometry (same formula, charge and spin) is 91.9 kcal/mol. The value obtained for the strongest force on any atom is 0.56 eV/Å. The lowest unoccupied orbital energy is -4.1 eV. For the HOMO energy, the calculation gives -10.182 eV. The value obtained for the HOMO-LUMO gap is 6.044 eV.

```
! wB97M-V def2-TZVPD RIJCOSX def2/J DEFGRID3
* xyz 1 1
Zr -0.1481 0.2915 -0.1583
O 1.3523 2.7157 3.1408
C 0.7344 2.2616 2.1999
N 0.6832 0.9919 1.7389
C 1.7932 0.1682 2.0725
C 2.1335 -0.2402 3.3514
C 3.2910 -0.9813 3.5280
C 4.0913 -1.2941 2.4353
C 3.7458 -0.9013 1.1513
C 2.5732 -0.1753 0.9653
N 1.9926 0.2034 -0.2823
C 2.7292 0.2335 -1.4214
O 3.9319 0.1736 -1.5567
C 1.8427 0.3686 -2.6352
C 2.3683 0.3885 -3.9105
C 1.4978 0.4765 -4.9843
C 0.1318 0.5446 -4.7471
C -0.3195 0.5265 -3.4423
N 0.5223 0.4424 -2.4023
C -0.0919 3.1893 1.3169
C -0.3677 4.5241 1.8370
C -1.0438 5.5138 1.2497
C -1.7128 5.4761 -0.1035
C -1.3903 3.0165 -0.7780
N -0.3810 2.6462 0.2003
H 1.5125 0.0493 4.1877
H 3.5814 -1.2997 4.5204
H 5.0029 -1.8583 2.5840
H 4.3657 -1.1590 0.3093
H 3.4412 0.3247 -4.0229
H 1.8778 0.4875 -5.9973
H -0.5781 0.6063 -5.5592
H -1.3724 0.5721 -3.1999
H 0.0971 4.6905 2.8010
H -1.1113 6.4610 1.7744
H -2.5307 6.1992 -0.0902
H -0.8797 3.3309 -1.6956
N -0.8076 5.8311 -1.1969
C -2.3093 4.1140 -0.3511
N -1.9571 1.6875 -0.9513
C -3.2095 1.3835 -0.6868
C -4.2166 2.2740 -0.3074
S -3.8827 3.8854 -0.0537
C -3.4980 -0.0414 -0.8548
C -4.7059 -0.6309 -0.7545
S -4.5743 -2.2971 -1.1427
C -2.8645 -2.0815 -1.4087
N -2.4308 -0.8570 -1.1992
N -2.1362 -3.1150 -1.8366
H 0.1610 5.6737 -0.9456
H -0.9051 6.8012 -1.4631
H -5.2418 1.9862 -0.1515
H -5.6562 -0.1914 -0.5055
H -2.5483 -4.0297 -1.8905
H -1.1260 -3.0779 -1.9127
O 2.5103 -2.7476 -0.7316
S 1.1729 -3.2022 -0.5554
O 0.5344 -3.8284 -1.6879
N 0.1648 -1.9860 -0.0159
C -0.4383 -2.2911 1.1323
S -1.5208 -1.1956 1.7912
C 0.0017 -3.5789 1.7025
C -0.3790 -4.1677 2.8951
C 0.2041 -5.3805 3.2367
C 1.1450 -5.9846 2.4072
C 1.5290 -5.3953 1.2070
C 0.9399 -4.1926 0.8863
H -1.1013 -3.6846 3.5400
H -0.0695 -5.8626 4.1653
H 1.5877 -6.9257 2.7037
H 2.2622 -5.8560 0.5591
*
```

Atom charges from the Mulliken analysis, given in e for atoms 1 to 5:
1. Zr -0.278
2. O -0.666
3. C -0.187
4. N 0.063
5. C -0.218


Entry 4:
Density functional theory data (ωB97M-V/def2-TZVPD) for a molecular structure, HINO2S.

The energy relative to the best compared isomer or geometry (same formula, charge and spin) is 1.8 kcal/mol. The value obtained for the strongest force on any atom is 2.95 eV/Å. The lowest unoccupied orbital energy is 3.0 eV. For the HOMO energy, the calculation gives -4.077 eV. The value obtained for the HOMO-LUMO gap is 7.096 eV.

```
! wB97M-V def2-TZVPD RIJCOSX def2/J DEFGRID3
* xyz -1 1
N 0.5946 0.4540 0.5044
O -1.0438 2.3935 0.9494
O -0.5301 1.9035 -1.4002
S 0.0119 2.1592 -0.0507
I 2.5413 0.2910 -0.0623
H 0.0531 -0.3760 -0.0116
*
```

Atom charges from the Mulliken analysis, given in e for atoms 1 to 5:
1. N -0.610
2. O -0.560
3. O -0.579
4. S 0.488
5. I -0.026


Entry 5:
Density functional theory data (ωB97M-V/def2-TZVPD) for a molecular structure, C10H28MnO12S2.

The energy relative to the best compared isomer or geometry (same formula, charge and spin) is 59.3 kcal/mol. The value obtained for the strongest force on any atom is 8.14 eV/Å. The lowest unoccupied orbital energy (alpha / beta) is 3.9 / 3.9 eV. For the HOMO energy (alpha / beta), the calculation gives 0.179 / 0.180 eV. The value obtained for the HOMO-LUMO gap (alpha / beta) is 3.741 / 3.737 eV.

```
! wB97M-V def2-TZVPD RIJCOSX def2/J DEFGRID3
* xyz -2 6
Mn 31.3696 -23.1822 13.8387
S 32.5856 -25.4812 15.9660
O 32.7428 -26.8583 15.4755
O 31.6139 -25.4111 17.0744
O 33.9821 -25.2228 16.3459
O 32.1720 -24.6045 14.8744
S 31.4683 -24.9435 11.0270
O 32.7808 -25.5245 11.3787
O 30.9777 -26.3038 10.6876
O 30.9088 -24.3252 12.2514
O 31.5281 -24.0423 9.8619
C 34.5230 -23.0344 13.0669
O 33.2352 -22.4814 12.9271
H 35.2149 -22.2017 13.2308
H 34.6430 -23.7259 13.8998
H 34.8018 -23.4892 12.1162
H 33.1644 -22.1601 12.0243
C 32.1609 -19.7412 14.5458
C 31.5525 -20.4549 15.7588
C 30.1535 -19.9892 16.0799
O 31.6391 -21.8304 15.4650
H 31.5135 -19.5970 13.6809
H 33.0813 -20.1909 14.1769
H 32.3667 -18.7160 14.8651
H 32.2825 -20.3090 16.5583
H 29.5120 -20.2353 15.2342
H 30.2275 -18.9326 16.3383
H 29.7514 -20.5308 16.9375
H 31.8994 -22.2276 16.3038
C 28.6004 -19.9787 12.6071
C 28.8512 -21.4644 12.6364
C 28.2549 -22.4119 11.5450
O 30.2870 -21.6822 12.7773
H 28.4700 -19.6711 11.5653
H 29.4024 -19.3363 12.9668
H 27.6536 -19.6710 13.0535
H 28.4895 -21.8471 13.5916
H 27.2190 -22.7093 11.7121
H 28.7648 -23.3766 11.5151
H 28.3870 -22.0214 10.5345
H 30.6049 -21.5637 11.8742
C 29.3721 -26.1695 14.8291
C 28.6311 -24.8929 14.6365
C 27.5073 -24.6291 15.7189
O 29.5087 -23.7274 14.7397
H 29.4240 -26.3255 15.9081
H 30.3666 -26.3141 14.4094
H 28.6554 -26.9012 14.4473
H 28.2549 -24.9196 13.6128
H 27.0873 -23.6224 15.7663
H 27.7764 -24.8971 16.7411
H 26.6402 -25.2243 15.4247
H 29.3888 -23.5340 15.6741
*
```

Atom charges from the Mulliken analysis, given in e for atoms 1 to 5:
1. Mn 0.520
2. S 1.153
3. O -0.760
4. O -0.785
5. O -0.809


Entry 6:
Density functional theory data (ωB97M-V/def2-TZVPD) for a molecular structure, C4H6N.

The energy relative to the best compared isomer or geometry (same formula, charge and spin) is 53.8 kcal/mol. The value obtained for the strongest force on any atom is 3.96 eV/Å. The lowest unoccupied orbital energy is -6.1 eV. For the HOMO energy, the calculation gives -14.888 eV. The value obtained for the HOMO-LUMO gap is 8.801 eV.

```
! wB97M-V def2-TZVPD RIJCOSX def2/J DEFGRID3
* xyz 1 1
C -1.8666 -0.0659 -0.0040
C -0.9419 0.2465 -0.9607
C -0.6388 -0.2375 0.9464
C 1.5849 -0.0220 0.0135
N 0.1939 -0.0122 0.0491
H -2.9399 -0.1507 0.0749
H -0.8204 0.6225 -1.9758
H -0.4588 -0.5022 1.9256
H 1.9662 -0.2255 0.9928
H 1.9441 1.0640 -0.3205
H 1.9774 -0.7172 -0.7411
*
```

Atom charges from the Mulliken analysis, given in e for atoms 1 to 5:
1. C -0.521
2. C -0.279
3. C 0.136
4. C -0.642
5. N 0.087


Entry 7:
Density functional theory data (ωB97M-V/def2-TZVPD) for 2 unconnected molecules or ions with the total composition C4H12.

The energy relative to the best compared isomer or geometry (same formula, charge and spin) is 30.0 kcal/mol. The value obtained for the strongest force on any atom is 3.66 eV/Å. The lowest unoccupied orbital energy is 1.1 eV. For the HOMO energy, the calculation gives -11.288 eV. The value obtained for the HOMO-LUMO gap is 12.416 eV.

```
! wB97M-V def2-TZVPD RIJCOSX def2/J DEFGRID3
* xyz 0 1
C -0.9445 -2.2254 0.2281
C -0.3210 -1.5547 1.3865
H -1.8876 -2.7751 0.2916
H -1.0948 -1.7461 -0.7064
H -0.4152 -3.0714 -0.1821
H 0.4131 -2.2732 1.8258
H -1.0186 -1.2187 2.1181
H 0.1437 -0.6139 1.2081
C 0.8981 2.6269 -0.9881
C 0.4234 1.2538 -0.5322
H 0.3620 2.8842 -1.9396
H 0.4793 3.4099 -0.2811
H 2.1472 2.6326 -1.0453
H 1.1309 0.8230 0.1814
H 0.2726 0.5563 -1.4637
H -0.5887 1.2917 -0.1012
*
```

Atom charges from the Mulliken analysis, given in e for atoms 1 to 5:
1. C -0.996
2. C -0.559
3. H 0.343
4. H 0.318
5. H 0.329


Entry 8:
Density functional theory data (ωB97M-V/def2-TZVPD) for a single C16H18N2O9S molecule.

The value obtained for the strongest force on any atom is 1.22 eV/Å. The lowest unoccupied orbital energy is -0.4 eV. For the HOMO energy, the calculation gives -10.072 eV. The value obtained for the HOMO-LUMO gap is 9.647 eV.

```
! wB97M-V def2-TZVPD RIJCOSX def2/J DEFGRID3
* xyz 0 1
C -0.4796 4.0342 0.4361
O -1.0412 2.7306 0.3243
C -2.3674 2.6439 0.4421
O -3.1000 3.5885 0.5885
C -2.8365 1.2289 0.3517
C -1.9663 0.1684 0.5820
C -2.4176 -1.1427 0.4543
C -1.4318 -2.2541 0.5876
O -1.4844 -3.2943 -0.0132
O -0.4948 -1.9494 1.5059
C 0.7831 -2.4934 1.2786
C 1.3064 -1.7653 0.0238
O 0.4935 -1.3116 -0.7525
N 2.6479 -1.7117 -0.1411
C 3.5256 -2.4412 0.7524
C 3.3264 -0.7286 -0.9861
C 2.4678 -0.0719 -2.0864
C 1.6241 1.0616 -1.5178
S 2.2894 1.3438 0.1497
O 1.5315 0.6663 1.1640
O 2.5536 2.7417 0.3635
C 3.8409 0.4187 -0.1266
C -3.7359 -1.4001 0.1048
C -4.6020 -0.3306 -0.0826
N -5.9858 -0.5913 -0.4216
O -6.3597 -1.7423 -0.3956
O -6.6799 0.3575 -0.7089
C -4.1672 0.9823 0.0346
H -0.8708 4.5362 1.3225
H -0.7346 4.6273 -0.4448
H 0.5965 3.8934 0.5114
H -0.9368 0.3594 0.8471
H 1.3694 -2.2674 2.1666
H 0.7266 -3.5742 1.0965
H 4.5178 -2.4948 0.3066
H 3.6085 -1.9663 1.7335
H 3.1589 -3.4576 0.8845
H 4.1544 -1.2603 -1.4736
H 1.8388 -0.8214 -2.5628
H 3.1622 0.3201 -2.8325
H 0.5768 0.7982 -1.4211
H 1.7394 1.9957 -2.0562
H 4.5213 1.0686 -0.6674
H 4.2695 0.1166 0.8211
H -4.0863 -2.4142 -0.0185
H -4.8520 1.8029 -0.1240
*
```

Atom charges from the Mulliken analysis, given in e for atoms 1 to 5:
1. C -0.678
2. O -0.144
3. C 0.323
4. O -0.608
5. C 0.188


Which value of strongest force on any atom does entry 2 give?
0.78 eV/Å